C42H55BFMoN8O3S3 | ωB97M-V with the def2-TZVPD basis set

CARTESIAN COORDINATES (ANGSTROEM)
Mo  0.22  -0.07  -0.72
C  3.91  2.49  -1.53
C  3.58  3.87  -0.96
C  2.90  4.75  -2.01
C  4.87  4.57  -0.52
N  2.68  3.74  0.22
C  2.93  4.27  1.46
C  1.87  3.99  2.25
N  0.95  3.30  1.50
B  -0.47  2.99  2.07
N  -0.48  1.66  2.87
C  -1.32  1.50  3.95
C  -0.97  0.37  4.59
N  0.09  -0.19  3.90
C  0.35  0.60  2.83
S  1.48  0.28  1.57
C  0.96  -1.28  4.46
C  0.35  -1.81  5.75
C  1.10  -2.46  3.48
C  2.33  -0.66  4.77
N  -1.57  3.04  0.99
C  -2.13  4.25  0.63
C  -3.19  4.00  -0.16
N  -3.31  2.63  -0.29
C  -2.28  2.06  0.39
S  -1.91  0.39  0.59
C  -4.44  2.06  -1.10
C  -5.71  2.82  -0.69
C  -4.11  2.28  -2.57
C  -4.68  0.58  -0.84
C  1.46  3.14  0.27
S  0.63  2.38  -1.04
H  4.79  2.56  -2.17
H  3.09  2.11  -2.13
H  4.13  1.78  -0.73
H  3.54  4.84  -2.89
H  2.71  5.75  -1.62
H  1.95  4.33  -2.33
H  5.52  4.67  -1.39
H  5.40  3.99  0.24
H  4.67  5.57  -0.14
H  3.82  4.81  1.70
H  1.69  4.24  3.28
H  -0.71  3.86  2.85
H  -2.09  2.21  4.18
H  -1.40  -0.08  5.46
H  -0.64  -2.24  5.58
H  0.29  -1.04  6.52
H  1.00  -2.61  6.13
H  0.13  -2.91  3.28
H  1.73  -3.21  3.95
H  1.56  -2.16  2.55
H  2.21  0.18  5.45
H  2.81  -0.31  3.85
H  2.97  -1.40  5.23
H  -1.73  5.18  0.99
H  -3.86  4.70  -0.62
H  -5.70  3.85  -1.04
H  -5.83  2.82  0.39
H  -6.58  2.34  -1.14
H  -4.01  3.34  -2.80
H  -4.90  1.86  -3.20
H  -3.17  1.79  -2.83
H  -4.71  0.35  0.23
H  -3.92  -0.04  -1.31
H  -5.65  0.31  -1.27
O  -1.18  1.26  -4.32
C  -0.55  0.76  -3.42
O  -1.01  0.50  -2.23
C  0.88  0.34  -3.60
C  1.52  0.45  -4.82
C  2.81  -0.03  -4.95
C  3.43  -0.55  -3.82
C  2.74  -0.56  -2.62
N  1.48  -0.15  -2.50
H  0.99  0.91  -5.64
H  3.33  0.01  -5.90
H  4.43  -0.95  -3.86
H  3.23  -0.92  -1.72
O  -0.86  -2.26  -3.09
C  -2.27  -2.25  -2.79
C  -2.87  -3.66  -2.80
C  -2.37  -4.63  -1.71
C  -2.97  -4.38  -0.35
C  -4.18  -4.99  -0.02
C  -4.71  -4.81  1.25
C  -4.01  -4.04  2.16
C  -2.83  -3.46  1.73
N  -2.32  -3.61  0.51
H  -0.77  -2.67  -3.96
H  -2.79  -1.64  -3.54
H  -2.36  -1.77  -1.82
H  -2.65  -4.09  -3.78
H  -3.95  -3.57  -2.70
H  -1.28  -4.55  -1.64
H  -2.63  -5.64  -2.01
H  -4.68  -5.62  -0.74
H  -5.64  -5.28  1.53
H  -4.35  -3.90  3.17
H  -2.24  -2.84  2.40
F  6.08  -4.58  0.19
C  4.91  -3.94  0.01
C  4.74  -2.68  0.53
C  3.52  -2.03  0.37
C  2.46  -2.64  -0.31
C  1.09  -2.03  -0.45
C  2.69  -3.91  -0.85
C  3.90  -4.57  -0.69
H  5.55  -2.21  1.08
H  3.41  -1.04  0.77
H  0.52  -2.35  0.42
H  0.61  -2.50  -1.32
H  1.90  -4.39  -1.41
H  4.05  -5.56  -1.08

Summary:
Multiplicity = 3
Energy above the lowest of the compared OMol25 structures with the same formula, charge and spin = 0.291 eV
Charge = +1
HOMO-LUMO gap (alpha / beta) = 0.2581 / 0.2783 Eh
E_tot = -100266.434 eV

---

C5H9P | ωB97M-V with the def2-TZVPD basis set

CARTESIAN COORDINATES (ANGSTROEM)
C  1.54  -1.46  0.88
P  -0.18  -0.99  1.26
C  -0.56  0.37  -0.05
C  -1.12  1.72  0.48
C  -0.86  -0.01  -1.44
C  0.36  0.33  -1.31
H  1.60  -2.56  0.93
H  2.38  -0.93  1.40
H  1.76  -1.43  -0.18
H  -0.68  -1.85  0.27
H  -0.37  2.48  0.83
H  -1.94  1.59  1.14
H  -1.61  2.31  -0.34
H  -1.65  -0.11  -2.13
H  1.33  0.55  -1.74

Summary:
Multiplicity = 1
Energy above the lowest of the compared OMol25 structures with the same formula, charge and spin = 2.317 eV
Charge = 0
HOMO-LUMO gap = 0.3521 Eh
SMILES string = CPC1(C)C=C1
E_tot = -14616.002 eV

---

C3H9N2O2 | ωB97M-V with the def2-TZVPD basis set

CARTESIAN COORDINATES (ANGSTROEM)
C  -0.92  0.06  -1.83
C  0.75  -1.05  -0.32
C  0.08  1.01  1.97
N  0.39  -0.26  -1.33
N  0.17  -0.16  1.47
O  2.14  -1.25  -0.24
O  -0.06  1.22  3.25
H  -0.81  0.47  -2.73
H  -1.43  -0.84  -1.85
H  -0.02  -1.88  -0.18
H  0.34  1.94  1.46
H  1.10  0.44  -1.57
H  -1.46  0.79  -1.01
H  0.15  -0.78  2.27
H  2.36  -2.02  0.24
H  -0.54  2.05  3.38

Summary:
Multiplicity = 1
Energy above the lowest of the compared OMol25 structures with the same formula, charge and spin = 3.037 eV
Charge = +1
HOMO-LUMO gap = 0.4225 Eh
E_tot = -10323.815 eV